[1]
# C17H17BBrN3O3

An isolated molecule of C17H17BBrN3O3 at a distorted geometry (ωB97M-V/def2-TZVPD, OMol25).

The value obtained for the LUMO energy is -1.30 eV. Its total energy is -99227.8210 eV. For the frontier orbital gap, the calculation gives 7.396 eV. Its net charge is 0.

Geometry as XYZ:
```
42
Properties=species:S:1:pos:R:3:forces:R:3
C 3.03250 -4.26035 4.15522 -0.36 -0.77 0.00
B 3.68266 -3.65228 2.80269 0.69 -0.60 0.02
O 4.96891 -4.22340 2.36470 -1.20 2.18 1.37
C 3.09469 -2.44690 1.89424 -1.86 2.73 -2.28
C 4.16946 -1.62546 1.04111 -4.08 1.91 -1.27
C 3.69848 -0.49123 0.11329 -0.66 -2.19 2.13
C 2.17455 -0.06235 -0.04501 2.13 -1.61 1.12
N 1.91021 1.00782 -0.97136 -5.15 -2.56 3.06
C 0.50122 1.23050 -0.98881 0.36 0.62 -0.53
C -0.02589 2.36625 -2.00715 0.28 0.67 0.21
C 0.58358 3.80034 -1.85870 -3.73 -1.12 -4.31
C 0.00228 4.77866 -2.95714 -0.40 -4.13 1.08
C -1.02248 4.16142 -3.93326 1.00 0.47 1.13
N -1.57717 2.85561 -4.00228 3.00 0.73 3.00
C -1.08768 1.93213 -3.03810 1.96 3.53 0.72
C -0.58238 0.50317 -0.13680 1.90 -1.67 1.05
O -1.94476 0.88531 -0.25257 2.78 -1.76 -0.78
C -2.78773 -0.21053 -0.68551 -2.42 -0.75 0.35
C -4.23662 0.01878 0.04822 0.41 1.34 0.56
C -5.24532 0.90261 -0.84299 0.25 -0.79 0.58
O -3.95016 0.82983 1.24323 -0.66 -1.12 -0.06
N -0.26007 -0.54489 0.76877 2.30 2.97 -3.29
C 1.14492 -0.85027 0.79901 0.31 -0.02 -0.06
C 1.61232 -2.04023 1.74099 3.23 1.13 -1.17
Br 0.18928 -3.00930 2.72068 1.35 1.00 -1.04
H 2.36156 -5.14967 3.82120 0.96 1.35 0.50
H 2.33859 -3.54609 4.71913 1.09 -1.03 -0.74
H 3.83326 -4.73810 4.84243 -1.28 0.95 -1.10
H 5.62303 -3.56619 2.72500 -0.46 -1.09 -0.64
H 5.27035 -1.91633 1.12974 -1.87 0.57 -0.30
H 4.48369 0.08157 -0.49757 -1.47 -0.93 1.01
H 1.36621 4.09985 -1.09061 -1.28 -0.66 -1.15
H 0.35216 5.87651 -3.02299 -0.81 -2.10 -0.02
H -1.40257 4.89075 -4.74683 0.56 -1.47 1.47
H -1.45744 0.85214 -3.03259 0.54 1.86 -0.15
H -3.01587 -0.19451 -1.81414 0.78 0.15 1.52
H -2.42473 -1.24861 -0.38038 -0.01 1.65 -0.35
H -4.67221 -0.96938 0.41876 0.46 1.20 -1.02
H -6.20701 1.09564 -0.24384 1.43 -0.40 -0.95
H -4.77636 1.92566 -1.07143 -0.55 -1.69 0.19
H -5.48080 0.29344 -1.78108 0.20 1.14 1.08
H -4.23667 0.35806 2.05274 0.26 0.31 -0.90
```
Positions in Å, forces in eV/Å.

Charge distribution, Mulliken scheme, values in e: atom 1 (C): -0.876, atom 2 (B): 0.391, atom 3 (O): -0.562, atom 4 (C): 0.353, atom 5 (C): -0.498, atom 6 (C): -0.450, atom 7 (C): 0.418, atom 8 (N): -0.555, atom 9 (C): 0.312, atom 10 (C): 0.378, atom 11 (C): -0.321, atom 12 (C): -0.400, atom 13 (C): -0.159, atom 14 (N): -0.573, atom 15 (C): -0.202, atom 16 (C): 0.198, atom 17 (O): -0.212, atom 18 (C): -0.417, atom 19 (C): 0.165, atom 20 (C): -1.134, atom 21 (O): -0.551, atom 22 (N): -0.451, atom 23 (C): 0.428, atom 24 (C): -0.155, atom 25 (Br): -0.136, atom 26 (H): 0.292, atom 27 (H): 0.318, atom 28 (H): 0.233, atom 29 (H): 0.318, atom 30 (H): 0.134, atom 31 (H): 0.304, atom 32 (H): 0.356, atom 33 (H): 0.304, atom 34 (H): 0.294, atom 35 (H): 0.335, atom 36 (H): 0.194, atom 37 (H): 0.324, atom 38 (H): 0.404, atom 39 (H): 0.320, atom 40 (H): 0.262, atom 41 (H): 0.313, atom 42 (H): 0.306



[2]
# C17H17BN8O6Pt

A structure of composition C17H17BN8O6Pt at a distorted geometry (ωB97M-V/def2-TZVPD, OMol25).

The value obtained for the LUMO energy (spin up / spin down) is -7.39 / -11.31 eV. As for the spin multiplicity: 3. Its total energy is -46007.4704 eV. Its expectation value of S² is 2.024. For the frontier orbital gap (spin up / spin down), the calculation gives 7.628 / 3.707 eV. Its net charge is +2.

Geometry as XYZ:
```
50
Properties=species:S:1:pos:R:3:forces:R:3
C 0.12924 2.58777 -0.83075 -0.38 0.89 -1.65
N 0.32894 1.34013 -1.34426 0.54 -0.62 -0.07
N 0.45183 1.40738 -2.69344 0.25 -0.21 -0.30
C 0.35675 2.69418 -3.07361 0.21 -1.68 -0.29
C 0.14757 3.46071 -1.92729 -0.17 0.48 1.58
B 0.62176 0.09057 -3.54243 0.96 0.42 -0.45
N 1.76129 -0.80670 -2.98981 -0.25 0.49 0.86
N 1.86106 -1.06176 -1.65270 0.72 -1.10 0.35
C 2.93236 -1.88177 -1.43928 -0.45 0.78 -1.28
C 3.54748 -2.08108 -2.67583 -0.32 0.13 -0.35
C 2.78917 -1.39486 -3.62278 -0.07 -0.05 0.71
Pt 0.40181 -0.39037 -0.46264 -1.92 4.53 -0.18
N -0.70038 -0.72214 -3.59577 -1.04 -0.06 -3.18
N -1.27511 -1.23893 -2.47212 -3.25 -1.85 -0.25
C -2.42437 -1.82988 -2.86362 1.30 0.74 0.68
C -2.57249 -1.71160 -4.27487 -0.98 -0.72 0.86
C -1.44064 -1.01597 -4.69596 3.37 1.92 1.41
H -3.13223 -2.31438 -2.20319 0.32 0.13 0.23
H -1.10067 -0.68844 -5.66545 -0.15 -0.06 -0.13
H -3.36767 -2.05613 -4.90333 -0.30 -0.20 -0.11
H 0.92224 0.42967 -4.64781 -0.20 -0.09 -0.02
H 2.89554 -1.25792 -4.68653 0.15 -0.13 0.01
H 0.46580 2.89007 -4.13953 -0.16 0.42 0.42
H 4.43068 -2.64351 -2.89773 0.20 -0.17 0.13
H 0.01770 4.53404 -1.89212 0.10 -0.14 0.02
H 3.24356 -2.28475 -0.48100 -0.29 0.36 -0.07
H -0.05125 2.77171 0.22547 0.18 -0.18 -0.38
H -0.43153 -2.07620 -0.38628 0.64 0.00 0.86
C 0.23694 -2.15143 0.58989 -0.73 -1.62 -0.92
H 0.94544 -2.90898 0.32847 0.11 -0.77 0.35
H 0.80247 -1.29965 1.06868 0.29 -0.07 0.53
H -0.56583 -2.36764 1.26152 -0.21 -0.43 0.87
O -2.63019 -0.96787 1.47119 1.28 0.57 -1.06
C -1.79936 -0.07284 1.46395 -1.43 0.01 2.81
O -1.29682 0.58448 0.45041 1.63 -1.16 -1.47
C -1.29646 0.44360 2.82102 0.55 0.46 0.16
C -0.99614 1.79866 3.09081 0.53 -0.21 0.55
C -0.40755 2.14503 4.33761 -0.94 -2.42 -0.86
C -0.10842 1.15320 5.29111 -0.13 -0.09 -0.16
C -0.41302 -0.18518 5.00274 -0.63 1.64 -1.98
C -1.02578 -0.52781 3.78065 0.29 0.06 0.53
N -0.07775 -1.21941 5.91790 0.89 -2.75 3.24
O 0.45725 -0.90197 7.00414 -1.07 -0.26 -2.45
O -0.34537 -2.40709 5.62497 0.41 2.43 0.01
N -0.14076 3.51367 4.64268 1.01 3.83 1.15
O -0.41423 4.38730 3.78588 0.37 -2.03 1.27
O 0.36875 3.79856 5.75096 -1.17 -1.09 -2.40
H -1.18392 2.58344 2.35354 -0.01 -0.27 0.38
H 0.35044 1.41434 6.24271 -0.10 -0.02 -0.24
H -1.26815 -1.56224 3.55380 0.03 0.13 0.29
```
Positions in Å, forces in eV/Å.

Charge distribution, Mulliken scheme, values in e: atom 1 (C): 0.119, atom 2 (N): -0.322, atom 3 (N): 0.335, atom 4 (C): 0.079, atom 5 (C): -1.039, atom 6 (B): -0.367, atom 7 (N): 0.323, atom 8 (N): -0.407, atom 9 (C): -0.102, atom 10 (C): -0.996, atom 11 (C): -0.045, atom 12 (Pt): 1.350, atom 13 (N): 0.220, atom 14 (N): -0.188, atom 15 (C): -0.196, atom 16 (C): -0.819, atom 17 (C): 0.084, atom 18 (H): 0.529, atom 19 (H): 0.472, atom 20 (H): 0.457, atom 21 (H): -0.043, atom 22 (H): 0.492, atom 23 (H): 0.505, atom 24 (H): 0.440, atom 25 (H): 0.451, atom 26 (H): 0.509, atom 27 (H): 0.514, atom 28 (H): -0.067, atom 29 (C): -0.442, atom 30 (H): 0.536, atom 31 (H): 0.211, atom 32 (H): 0.365, atom 33 (O): -0.537, atom 34 (C): -0.242, atom 35 (O): -0.898, atom 36 (C): 1.010, atom 37 (C): -0.446, atom 38 (C): -0.299, atom 39 (C): -0.234, atom 40 (C): -0.345, atom 41 (C): -0.677, atom 42 (N): 0.962, atom 43 (O): -0.546, atom 44 (O): -0.572, atom 45 (N): 0.958, atom 46 (O): -0.583, atom 47 (O): -0.540, atom 48 (H): 0.722, atom 49 (H): 0.626, atom 50 (H): 0.681



[3]
# C17H17BN8O6V

A structure of composition C17H17BN8O6V at a distorted geometry (ωB97M-V/def2-TZVPD, OMol25).

The value obtained for the LUMO energy (spin up / spin down) is -8.29 / -11.94 eV. As for the spin multiplicity: 4. Its total energy is -68454.2165 eV. Its expectation value of S² is 3.775. For the frontier orbital gap (spin up / spin down), the calculation gives 7.150 / 3.499 eV. Its net charge is +2.

Geometry as XYZ:
```
50
Properties=species:S:1:pos:R:3:forces:R:3
C -2.31180 1.22625 -1.83574 1.62 -1.52 0.83
N -1.67054 0.03671 -1.77259 -1.06 1.77 0.23
N -2.19557 -0.75144 -2.79029 -0.83 0.78 -0.61
C -3.10339 -0.04553 -3.48540 0.88 -1.42 0.47
C -3.20442 1.21893 -2.91060 -0.65 0.31 -0.42
B -1.70222 -2.20822 -2.94097 0.46 -0.38 -0.34
N -0.16283 -2.15787 -3.09347 0.65 0.37 0.21
N 0.61722 -1.53268 -2.12647 0.24 -0.43 -0.65
C 1.91957 -1.67440 -2.49584 -1.09 -0.66 -0.89
C 1.96773 -2.38419 -3.69669 -0.39 0.32 0.52
C 0.63865 -2.66675 -4.03957 0.35 0.62 0.96
V -0.13505 -0.66499 -0.52652 -2.08 0.46 0.43
N -1.98509 -2.92896 -1.61116 -0.61 -0.65 0.07
N -1.44215 -2.43070 -0.44297 -0.07 0.05 1.30
C -1.90080 -3.20062 0.55793 0.43 0.67 -0.98
C -2.71625 -4.22225 0.03338 -0.18 -0.07 -0.11
C -2.74265 -4.01055 -1.34486 0.44 0.91 -0.33
H -1.64126 -3.00538 1.58499 0.09 0.05 0.02
H -3.24726 -4.53633 -2.15023 0.12 0.08 0.28
H -3.22220 -5.00806 0.57149 0.08 0.03 0.03
H -2.22013 -2.75537 -3.87309 0.08 0.13 0.22
H 0.21527 -3.18006 -4.88000 0.00 -0.15 -0.21
H -3.60243 -0.49841 -4.32830 -0.05 0.12 0.00
H 2.84728 -2.64926 -4.23273 0.35 -0.16 -0.31
H -3.83869 2.02687 -3.23940 0.03 0.01 0.01
H 2.70051 -1.27298 -1.87269 0.06 -0.09 -0.27
H -2.08724 2.01974 -1.13280 0.03 -0.17 -0.16
H 2.56034 -1.57605 0.82835 -0.26 0.08 -0.18
C 2.49675 -0.55166 0.45279 0.46 0.05 0.31
H 3.41947 -0.33514 -0.10770 -0.52 -0.04 -0.04
H 1.62070 -0.38383 -0.24305 2.02 0.16 0.76
H 2.47887 0.13746 1.31005 -0.34 -0.21 -0.45
O -0.42495 -0.18513 1.52761 0.47 0.82 -1.70
C -0.01443 0.99287 1.21050 0.41 0.50 1.46
O 0.07830 1.33405 -0.02946 -0.67 -1.81 0.03
C 0.51925 1.94903 2.23555 0.09 -0.27 -0.17
C 1.00550 3.18086 1.78513 0.35 0.55 0.49
C 1.64096 4.04409 2.69912 -0.89 -1.94 0.17
C 1.77390 3.67691 4.04498 -0.03 -0.01 -0.05
C 1.30685 2.42558 4.47011 -0.49 0.11 -2.01
C 0.68476 1.54206 3.56403 0.22 0.52 0.48
N 1.47291 2.02269 5.84337 0.56 -0.79 3.65
O 1.99757 2.82622 6.64301 -1.07 -1.38 -2.09
O 1.08809 0.88297 6.18198 0.58 2.08 -1.17
N 2.18857 5.28944 2.22621 1.44 3.37 -0.88
O 2.08623 5.56366 1.01135 -0.06 -1.00 2.20
O 2.74746 6.04829 3.04612 -1.29 -1.98 -1.38
H 0.90910 3.45450 0.73766 0.10 0.10 0.28
H 2.24125 4.35779 4.75185 -0.02 -0.15 -0.11
H 0.34825 0.55985 3.88503 0.07 0.24 0.08
```
Positions in Å, forces in eV/Å.

Charge distribution, Mulliken scheme, values in e: atom 1 (C): 0.009, atom 2 (N): 0.401, atom 3 (N): -0.204, atom 4 (C): -0.009, atom 5 (C): -1.049, atom 6 (B): 0.112, atom 7 (N): -0.340, atom 8 (N): 0.425, atom 9 (C): -0.151, atom 10 (C): -1.204, atom 11 (C): -0.031, atom 12 (V): 0.031, atom 13 (N): 0.090, atom 14 (N): 0.010, atom 15 (C): -0.175, atom 16 (C): -1.028, atom 17 (C): -0.003, atom 18 (H): 0.580, atom 19 (H): 0.479, atom 20 (H): 0.440, atom 21 (H): 0.004, atom 22 (H): 0.503, atom 23 (H): 0.501, atom 24 (H): 0.447, atom 25 (H): 0.445, atom 26 (H): 0.357, atom 27 (H): 0.551, atom 28 (H): 0.436, atom 29 (C): -0.565, atom 30 (H): 0.465, atom 31 (H): 0.241, atom 32 (H): 0.240, atom 33 (O): -0.738, atom 34 (C): 1.178, atom 35 (O): -0.722, atom 36 (C): 0.271, atom 37 (C): -0.296, atom 38 (C): -0.476, atom 39 (C): -0.235, atom 40 (C): -0.332, atom 41 (C): -0.356, atom 42 (N): 0.975, atom 43 (O): -0.540, atom 44 (O): -0.568, atom 45 (N): 0.979, atom 46 (O): -0.572, atom 47 (O): -0.541, atom 48 (H): 0.697, atom 49 (H): 0.633, atom 50 (H): 0.634



[4]
# C17H17Br12N3O6

A structure of composition C17H17Br12N3O6 at a distorted geometry (ωB97M-V/def2-TZVPD, OMol25).

The value obtained for the LUMO energy is -0.77 eV. Its total energy is -875160.4191 eV. For the frontier orbital gap, the calculation gives 9.079 eV. Its energy above the lowest of the compared OMol25 structures with the same formula, charge and spin is 0.00 kcal per mole. Its net charge is 0.

Geometry as XYZ:
```
55
Properties=species:S:1:pos:R:3:forces:R:3
C 22.36513 11.56229 2.57527 0.26 0.28 -0.36
N 23.13905 10.35700 2.17325 -0.07 0.24 0.05
O 24.17162 10.12633 2.75999 0.22 -0.05 0.18
O 22.66137 9.67128 1.29998 -0.13 -0.26 -0.27
H 21.83739 11.91642 1.69705 -0.32 -0.20 0.06
H 23.05545 12.34064 2.88003 0.10 -0.17 0.32
H 21.72019 11.22650 3.37883 -0.13 0.23 0.04
C 18.24787 10.99748 -3.21288 -0.72 0.05 -0.62
C 17.28104 9.99460 -3.27201 0.72 -0.29 0.35
C 17.41262 8.90503 -2.42007 -1.04 0.01 0.14
C 18.42554 8.87947 -1.49021 0.24 0.50 -0.33
C 19.38562 9.87144 -1.42823 0.18 -0.08 -0.05
C 19.28507 10.94331 -2.30403 0.36 -0.19 0.20
N 18.49783 7.76701 -0.55222 0.39 -0.05 0.06
O 17.59315 6.96659 -0.54756 -0.31 -0.35 -0.02
O 19.47644 7.70711 0.16420 0.11 -0.02 0.21
H 18.15677 11.80476 -3.93239 0.19 0.11 0.22
H 16.47468 10.03378 -3.98762 -0.04 0.03 -0.03
H 16.67467 8.11136 -2.38466 0.11 0.05 -0.19
H 20.21050 9.75197 -0.73949 -0.04 0.18 0.07
H 20.04909 11.70817 -2.28980 -0.05 0.06 0.00
C 23.67135 7.82627 8.64150 0.62 -0.84 -0.62
C 22.50031 7.08555 8.50053 0.35 0.33 0.36
C 21.63699 7.34845 7.45233 -0.12 -0.71 0.32
C 21.99850 8.29089 6.52177 0.28 0.22 0.01
C 23.17636 9.00982 6.62536 0.20 0.40 -0.41
C 24.02581 8.76165 7.67886 -0.29 0.10 0.49
N 21.14330 8.48808 5.35804 -0.26 -0.12 0.01
O 21.34983 9.45989 4.66157 0.20 0.36 -0.32
O 20.26870 7.67967 5.14718 -0.13 -0.14 0.04
H 24.45345 7.51014 9.32420 -0.39 0.21 0.43
H 22.28671 6.28483 9.19565 -0.10 0.06 0.01
H 20.74542 6.74736 7.34566 -0.08 0.17 -0.19
H 23.48752 9.72810 5.87925 -0.31 -0.06 -0.16
H 24.95343 9.30822 7.76331 0.07 -0.04 -0.06
C 17.85153 4.70975 3.95263 0.45 -0.31 -0.59
Br 19.11399 3.85785 5.13433 -0.09 0.08 0.10
Br 16.21688 3.72095 3.81737 -0.12 0.03 0.17
Br 18.62651 4.92283 2.18840 -0.08 0.06 0.23
H 17.64945 5.69854 4.33031 -0.06 0.05 0.17
C 13.93710 7.53933 2.29935 -0.07 0.18 -0.10
Br 13.07825 5.93481 2.90486 0.04 -0.07 -0.10
Br 12.77243 9.05514 2.55807 0.09 0.02 -0.07
Br 14.61217 7.42594 0.50509 -0.16 -0.08 -0.01
H 14.81473 7.70655 2.89716 0.05 0.01 0.31
C 19.05918 14.61326 3.81340 0.07 -0.01 -0.05
Br 20.80035 14.92256 3.03782 -0.07 -0.04 -0.09
Br 17.64038 14.80330 2.53785 0.02 0.18 -0.02
Br 18.82069 15.72261 5.36022 -0.10 -0.02 0.02
H 19.03002 13.58215 4.12612 0.07 -0.08 0.13
C 18.43787 10.02159 2.93253 -0.30 0.03 0.12
Br 17.55941 11.04337 1.56413 -0.06 0.03 -0.02
Br 17.66614 8.27682 3.10434 0.00 -0.04 -0.28
Br 18.36118 10.89786 4.65125 0.10 0.20 -0.05
H 19.46721 9.93887 2.62067 0.18 -0.24 0.20
```
Positions in Å, forces in eV/Å.

Charge distribution, Mulliken scheme, values in e: atom 1 (C): -0.774, atom 2 (N): 1.079, atom 3 (O): -0.586, atom 4 (O): -0.567, atom 5 (H): 0.329, atom 6 (H): 0.310, atom 7 (H): 0.273, atom 8 (C): -0.379, atom 9 (C): -0.622, atom 10 (C): -0.336, atom 11 (C): -0.167, atom 12 (C): -0.117, atom 13 (C): -0.580, atom 14 (N): 1.126, atom 15 (O): -0.588, atom 16 (O): -0.570, atom 17 (H): 0.371, atom 18 (H): 0.408, atom 19 (H): 0.449, atom 20 (H): 0.635, atom 21 (H): 0.400, atom 22 (C): -0.524, atom 23 (C): -0.434, atom 24 (C): -0.353, atom 25 (C): 0.227, atom 26 (C): -0.259, atom 27 (C): -0.489, atom 28 (N): 0.764, atom 29 (O): -0.436, atom 30 (O): -0.474, atom 31 (H): 0.345, atom 32 (H): 0.374, atom 33 (H): 0.466, atom 34 (H): 0.393, atom 35 (H): 0.385, atom 36 (C): -0.053, atom 37 (Br): -0.054, atom 38 (Br): -0.025, atom 39 (Br): 0.047, atom 40 (H): 0.025, atom 41 (C): 0.123, atom 42 (Br): -0.016, atom 43 (Br): -0.036, atom 44 (Br): 0.062, atom 45 (H): -0.143, atom 46 (C): 0.471, atom 47 (Br): -0.035, atom 48 (Br): -0.007, atom 49 (Br): -0.016, atom 50 (H): -0.440, atom 51 (C): 0.062, atom 52 (Br): -0.020, atom 53 (Br): 0.092, atom 54 (Br): -0.116, atom 55 (H): 0.000